Density functional theory data (ωB97M-V/def2-TZVPD) for C20H22F9MgO11 as an isolated structure in a non-equilibrium geometry.

The geometry in ORCA input format:
```
! wB97M-V def2-TZVPD RIJCOSX def2/J DEFGRID3
* xyz -1 1
Mg 0.383 -0.422 0.147
C 0.994 1.464 3.884
C 2.135 1.456 4.749
C 3.456 0.777 4.186
O 4.448 0.882 4.869
C 3.372 0.025 2.970
C 2.225 0.052 2.209
C 1.004 0.829 2.661
O 0.019 0.914 1.824
O 2.086 -0.702 1.156
O 2.172 1.946 5.862
H 0.137 2.072 4.151
H 4.271 -0.512 2.694
C 0.074 -3.407 -2.850
C 0.342 -1.913 -2.710
O 0.379 -1.511 -1.415
H 0.664 -3.982 -2.130
H 0.281 -3.773 -3.862
H -0.964 -3.678 -2.613
H -0.434 -1.386 -3.313
H 1.329 -1.717 -3.178
C -1.858 2.306 -3.833
C -1.846 1.178 -2.822
O -2.880 1.420 -1.862
C -2.654 0.976 -0.648
O -1.725 0.329 -0.284
C -3.770 1.388 0.324
F -4.992 1.137 -0.212
F -3.664 0.721 1.454
F -3.685 2.706 0.585
H -2.846 2.364 -4.294
H -1.131 2.132 -4.625
H -1.621 3.269 -3.376
H -0.889 1.019 -2.333
H -2.082 0.241 -3.337
C 3.458 0.361 -3.250
C 2.272 1.249 -3.497
O 2.313 2.439 -2.694
C 1.773 2.344 -1.513
O 1.229 1.388 -1.054
C 1.793 3.678 -0.737
F 2.332 3.482 0.463
F 2.484 4.629 -1.368
F 0.532 4.104 -0.596
H 3.415 -0.553 -3.841
H 3.449 -0.001 -2.214
H 4.409 0.869 -3.405
H 1.331 0.704 -3.381
H 2.219 1.567 -4.545
C -2.050 -1.450 4.495
C -1.127 -2.485 3.915
O -1.775 -3.170 2.802
C -1.595 -2.682 1.604
O -0.922 -1.758 1.285
C -2.426 -3.437 0.558
F -3.228 -2.580 -0.082
F -1.605 -3.995 -0.333
F -3.181 -4.390 1.101
H -2.939 -1.924 4.911
H -2.281 -0.682 3.756
H -1.526 -0.935 5.300
H -0.942 -3.278 4.643
H -0.144 -2.097 3.650
*
```

Computed properties:
HOMO level ... -4.07 eV
HOMO-LUMO gap ... 6.3 eV
Total energy ... -73527.568 eV
Max |F| ... 1.85 eV/A

---

Density functional theory data (ωB97M-V/def2-TZVPD) for C35H35BCl8CsF4N2O3PS4 as an isolated structure in a non-equilibrium geometry.

The geometry in ORCA input format:
```
! wB97M-V def2-TZVPD RIJCOSX def2/J DEFGRID3
* xyz -2 1
Cs 1.832 2.685 0.413
Cl 1.012 -1.381 -3.945
C 1.527 -2.252 -2.494
C 2.339 -1.598 -1.593
C 2.747 -2.361 -0.521
Cl 3.754 -1.570 0.703
C 2.424 -3.699 -0.338
Cl 3.019 -4.617 1.017
C 1.581 -4.309 -1.264
Cl 1.133 -5.973 -1.078
C 1.104 -3.570 -2.346
Cl 0.008 -4.317 -3.470
C -1.194 -4.677 2.709
C -0.690 -4.131 1.378
S -0.949 -2.391 0.985
C 0.253 -1.561 2.050
C -0.107 -1.381 3.520
S -1.617 -0.474 3.927
C -2.973 -1.606 3.516
C -2.901 -2.978 4.198
S -2.945 -4.426 3.103
H -0.609 -4.291 3.542
H -1.051 -5.760 2.705
H -1.175 -4.664 0.558
H 0.380 -4.344 1.309
H 0.389 -0.577 1.597
H 1.207 -2.085 1.973
H 0.668 -0.758 3.974
H -0.103 -2.335 4.052
H -3.036 -1.723 2.436
H -3.860 -1.067 3.850
H -3.755 -3.110 4.863
H -2.011 -3.071 4.821
Cl 0.768 2.748 -2.358
C -0.391 2.331 -3.577
C -0.318 2.969 -4.800
C -1.225 2.624 -5.789
C -2.184 1.655 -5.540
C -2.252 1.042 -4.297
C -1.361 1.373 -3.279
P -1.343 0.584 -1.617
C -2.800 -0.526 -1.763
C -2.555 -1.877 -1.996
C -3.604 -2.777 -2.115
C -4.913 -2.336 -1.993
C -5.170 -0.991 -1.758
C -4.119 -0.094 -1.645
C -2.042 1.912 -0.572
C -2.129 1.596 0.785
C -2.649 2.505 1.691
C -3.065 3.755 1.249
C -2.964 4.084 -0.092
C -2.463 3.164 -1.002
H 0.438 3.724 -4.960
H -1.181 3.117 -6.752
H -2.889 1.375 -6.313
H -3.010 0.292 -4.114
H -1.535 -2.225 -2.081
H -3.391 -3.824 -2.292
H -5.734 -3.039 -2.077
H -6.190 -0.640 -1.660
H -4.322 0.954 -1.453
H -1.797 0.626 1.141
H -2.703 2.240 2.739
H -3.427 4.489 1.958
H -3.226 5.076 -0.431
H -2.361 3.457 -2.040
C 5.433 1.184 2.682
S 3.921 2.145 2.644
O 2.843 1.203 2.315
O 3.781 2.742 3.957
O 4.104 3.120 1.561
H 5.861 1.266 3.678
H 6.117 1.583 1.940
H 5.202 0.147 2.455
F -0.612 5.738 0.269
B -0.529 6.505 -0.910
F -0.769 5.673 -2.020
F -1.515 7.512 -0.870
F 0.742 7.080 -1.013
N 3.816 0.614 -2.490
C 5.067 0.802 -2.039
C 5.673 1.698 -2.892
C 4.679 1.976 -3.850
N 3.560 1.311 -3.602
H 3.128 -0.083 -2.111
H 5.415 0.295 -1.155
H 6.672 2.093 -2.829
H 4.726 2.637 -4.700
Cl 2.906 0.016 5.200
C 2.896 -1.375 6.264
Cl 2.677 -0.957 7.993
H 3.845 -1.893 6.181
H 2.073 -2.029 5.994
*
```

Computed properties:
HOMO level ... -3.82 eV
HOMO-LUMO gap ... 7.1 eV
Total energy ... -210899.617 eV
Max |F| ... 1.92 eV/A

---

Density functional theory data (ωB97M-V/def2-TZVPD) for C23H33N2O2P2Zn as an isolated structure in a non-equilibrium geometry.

The geometry in ORCA input format:
```
! wB97M-V def2-TZVPD RIJCOSX def2/J DEFGRID3
* xyz 1 1
Zn 0.075 0.331 -0.404
P 2.286 -0.617 -0.260
C 2.493 -0.765 -2.069
C 1.252 -1.364 -2.678
N 0.075 -0.965 -2.152
C -1.089 -1.324 -2.725
C -1.107 -2.232 -3.782
C 0.096 -2.694 -4.306
C 1.293 -2.232 -3.768
C -2.372 -0.697 -2.202
P -2.005 0.875 -1.318
H 2.269 -2.512 -4.157
H -2.073 -2.525 -4.184
H 0.105 -3.398 -5.133
H -3.062 -0.488 -3.034
H -2.880 -1.375 -1.495
H 2.559 0.352 -2.428
H 3.394 -1.350 -2.308
H 1.309 2.506 -1.928
O 1.950 1.909 -2.548
H 2.181 2.445 -3.321
H 0.006 2.516 -0.330
O 0.327 3.166 -1.051
H 0.492 4.016 -0.601
C -2.234 2.111 -2.637
H -3.257 2.051 -3.039
H -2.053 3.118 -2.235
H -1.517 1.926 -3.449
C -3.375 1.122 -0.144
H -3.079 1.910 0.568
H -4.296 1.425 -0.667
H -3.551 0.193 0.419
C 2.466 -2.341 0.324
H 3.515 -2.665 0.238
H 2.144 -2.401 1.374
H 1.825 -3.010 -0.268
C 3.796 0.249 0.254
H 3.685 0.529 1.310
H 4.675 -0.401 0.137
H 3.915 1.158 -0.353
C -0.557 3.818 3.556
C 0.378 3.657 2.525
C 0.604 2.392 1.985
C -0.208 1.292 2.378
C -1.075 1.453 3.480
C -1.248 2.709 4.059
N -0.216 0.139 1.602
C -0.413 -1.113 2.170
C 0.018 -1.404 3.485
C -0.086 -2.694 3.996
C -0.636 -3.717 3.217
C -1.082 -3.447 1.918
C -0.968 -2.165 1.391
H -0.737 4.806 3.980
H 0.948 4.516 2.162
H 1.437 2.214 1.294
H -1.621 0.584 3.847
H -1.927 2.810 4.905
H 0.437 -0.597 4.087
H 0.276 -2.889 5.005
H -0.738 -4.719 3.633
H -1.508 -4.242 1.305
H -1.311 -1.954 0.373
*
```

Computed properties:
HOMO level ... -9.24 eV
HOMO-LUMO gap ... 6.5 eV
Total energy ... -98453.119 eV
Max |F| ... 2.77 eV/A

---

Density functional theory data (ωB97M-V/def2-TZVPD) for C44H32F9FeN5OP as an isolated structure.

The geometry in ORCA input format:
```
! wB97M-V def2-TZVPD RIJCOSX def2/J DEFGRID3
* xyz 1 1
Fe -0.687 1.129 -0.205
C 1.491 3.825 2.193
C 0.590 2.784 1.622
N 0.640 2.326 0.423
N 1.555 2.825 -0.479
C 1.293 2.278 -1.659
O 0.310 1.482 -1.884
C 2.234 2.571 -2.765
C 2.343 1.674 -3.822
C 3.262 1.902 -4.834
C 4.061 3.037 -4.802
C 3.946 3.941 -3.753
C 3.040 3.707 -2.731
C -0.494 2.156 2.408
C -0.762 2.472 3.729
C -1.789 1.812 4.385
C -2.525 0.860 3.700
C -2.210 0.611 2.375
N -1.219 1.236 1.736
H 2.240 4.109 1.461
H 1.990 3.449 3.088
H 0.924 4.713 2.484
H 1.714 0.796 -3.841
H 3.355 1.196 -5.650
H 4.776 3.218 -5.594
H 4.565 4.828 -3.733
H 2.951 4.397 -1.903
H -0.168 3.221 4.234
H -2.009 2.039 5.421
H -3.328 0.314 4.174
H -2.767 -0.117 1.801
N -1.749 2.825 -0.666
C -3.117 2.637 -0.314
C -3.965 3.602 0.132
C -5.317 3.273 0.405
C -5.785 2.010 0.194
C -4.904 0.986 -0.242
C -5.301 -0.350 -0.476
C -4.366 -1.261 -0.866
C -3.014 -0.871 -0.961
N -2.589 0.354 -0.730
C -3.551 1.297 -0.440
H -1.386 3.740 -0.420
H -1.608 2.702 -1.670
H -3.623 4.623 0.244
H -5.985 4.049 0.752
H -6.827 1.770 0.361
H -6.341 -0.628 -0.355
H -4.629 -2.287 -1.083
H -2.268 -1.608 -1.220
F 7.202 -0.299 0.050
C 6.547 -1.463 -0.046
F 6.927 -2.054 -1.191
F 6.966 -2.250 0.962
C 5.053 -1.280 0.001
C 4.240 -2.384 -0.243
C 2.869 -2.243 -0.211
C 2.289 -0.998 0.061
C 3.112 0.083 0.338
C 4.498 -0.054 0.300
P 0.467 -0.866 0.072
C 0.026 -2.040 -1.265
C -0.055 -1.533 -2.563
C -0.429 -2.358 -3.612
C -0.725 -3.692 -3.372
C -0.618 -4.215 -2.094
C -0.236 -3.390 -1.045
C -1.219 -4.563 -4.498
F -0.951 -5.857 -4.280
F -2.555 -4.449 -4.636
F -0.668 -4.220 -5.670
C 0.026 -1.725 1.620
C -1.239 -2.294 1.792
C -1.636 -2.778 3.025
C -0.777 -2.677 4.112
C 0.482 -2.123 3.959
C 0.883 -1.655 2.713
C -1.232 -3.193 5.452
F -2.519 -2.869 5.681
F -0.503 -2.688 6.456
F -1.144 -4.531 5.517
H 4.685 -3.346 -0.466
H 2.246 -3.105 -0.416
H 2.698 1.044 0.595
H 5.130 0.801 0.496
H 0.150 -0.486 -2.748
H -0.496 -1.961 -4.617
H -0.824 -5.263 -1.916
H -0.148 -3.812 -0.052
H -1.927 -2.360 0.957
H -2.615 -3.223 3.147
H 1.151 -2.054 4.806
H 1.872 -1.227 2.603
*
```

Computed properties:
HOMO level ... -10.81 eV
HOMO-LUMO gap ... 7.7 eV
Total energy ... -123778.761 eV
Max |F| ... 0.80 eV/A

---

Density functional theory data (ωB97M-V/def2-TZVPD) for C30H32Cl2HfN6O2PS2Se as an isolated structure.

The geometry in ORCA input format:
```
! wB97M-V def2-TZVPD RIJCOSX def2/J DEFGRID3
* xyz 1 1
Hf -0.178 -0.508 -0.593
C -1.157 0.649 -4.783
C 0.036 0.534 -5.490
C 1.168 0.105 -4.839
C 1.121 -0.211 -3.476
N -0.050 -0.098 -2.803
C -1.155 0.325 -3.450
N 2.311 -0.627 -2.929
C 2.646 -0.830 -1.713
N 1.912 -0.687 -0.530
C 2.711 -1.013 0.542
N 2.404 -1.045 1.789
C 1.139 -1.004 2.298
C 1.034 -0.810 3.689
C -0.180 -0.924 4.313
C -1.308 -1.266 3.557
C -1.157 -1.408 2.208
N 0.026 -1.238 1.559
C 4.049 -1.363 0.039
C 5.191 -1.762 0.704
C 6.301 -2.068 -0.076
C 6.254 -1.978 -1.466
C 5.098 -1.576 -2.125
C 4.002 -1.272 -1.342
H -2.070 0.977 -5.256
H 0.074 0.776 -6.544
H 2.115 -0.007 -5.345
H -2.060 0.396 -2.858
H 1.945 -0.605 4.231
H -0.260 -0.782 5.382
H -2.276 -1.421 4.011
H -2.004 -1.673 1.590
H 5.214 -1.833 1.782
H 7.218 -2.386 0.401
H 7.136 -2.227 -2.040
H 5.049 -1.505 -3.203
C -1.456 3.097 3.327
C -0.354 3.652 2.448
C 0.941 2.877 2.554
O -0.828 3.766 1.062
P -0.895 2.724 -0.111
S 0.833 2.056 -0.790
S -1.978 1.096 0.433
O -1.617 3.521 -1.251
C -2.740 4.461 -1.175
C -2.268 5.799 -0.651
C -3.902 3.881 -0.396
H -1.178 3.233 4.372
H -1.610 2.034 3.146
H -2.394 3.625 3.154
H -0.174 4.696 2.702
H 0.789 1.819 2.335
H 1.305 2.960 3.579
H 1.703 3.270 1.884
H -3.012 4.561 -2.225
H -2.056 5.761 0.416
H -3.054 6.536 -0.822
H -1.374 6.126 -1.180
H -3.652 3.764 0.660
H -4.203 2.914 -0.796
H -4.750 4.562 -0.468
Cl -2.999 -1.701 -1.043
C -4.504 -0.901 -0.483
Cl -4.881 -1.333 1.181
H -5.301 -1.240 -1.134
H -4.347 0.170 -0.541
Se -0.125 -2.893 -1.715
C -0.192 -4.332 -0.446
C 0.637 -5.426 -0.655
C 0.574 -6.489 0.234
N -0.239 -6.530 1.286
C -1.035 -5.482 1.470
C -1.052 -4.369 0.642
H 1.323 -5.453 -1.491
H 1.214 -7.352 0.089
H -1.702 -5.531 2.325
H -1.747 -3.565 0.840
*
```

Computed properties:
HOMO level ... -10.56 eV
HOMO-LUMO gap ... 6.7 eV
Total energy ... -167324.495 eV
Max |F| ... 0.77 eV/A

---

Density functional theory data (ωB97M-V/def2-TZVPD) for C22H38OsP2 as an isolated structure in a non-equilibrium geometry.

The geometry in ORCA input format:
```
! wB97M-V def2-TZVPD RIJCOSX def2/J DEFGRID3
* xyz 2 5
P 3.287 -1.714 -4.189
P -0.100 -3.761 -3.948
C 2.743 -3.419 -4.502
C 1.312 -3.523 -5.095
H 2.875 -4.037 -3.592
H 3.465 -3.797 -5.251
H 1.082 -2.679 -5.773
H 1.306 -4.431 -5.728
C 0.060 -5.567 -3.674
H -0.717 -5.907 -2.977
H 1.040 -5.795 -3.231
H -0.040 -6.098 -4.632
C -1.620 -3.608 -4.930
H -1.694 -4.480 -5.596
H -1.592 -2.692 -5.536
H -2.503 -3.588 -4.274
C 5.012 -1.698 -3.657
H 5.253 -0.728 -3.196
H 5.665 -1.847 -4.527
H 5.190 -2.496 -2.923
C 3.284 -0.944 -5.820
H 2.360 -1.160 -6.365
H 4.132 -1.359 -6.378
H 3.416 0.145 -5.726
Os -1.037 1.219 -0.190
C -0.383 -3.298 -2.301
C 0.297 -3.752 -1.104
C 1.729 -3.722 -0.948
C 2.280 -2.243 -0.686
C 2.855 -1.521 -1.790
C 2.286 -1.004 -3.035
C 0.714 -0.978 -3.346
C -0.264 -1.656 -2.389
C 0.904 1.688 0.047
H -1.470 -3.463 -2.118
H -0.322 -3.864 -0.217
H 2.281 -4.186 -1.784
H 1.999 -4.305 -0.047
H 1.490 -1.640 -0.189
H 3.087 -2.366 0.059
H 3.853 -1.100 -1.588
H 2.584 0.067 -3.122
H 0.510 -1.262 -4.405
H 0.442 0.105 -3.336
H -0.095 -1.259 -1.383
H -1.281 -1.293 -2.645
H 0.667 2.770 -0.129
H 1.540 1.343 -0.781
H 1.339 1.568 1.052
C -1.231 -0.607 0.665
C -1.470 0.487 1.646
C -2.502 1.444 1.126
C -2.634 2.685 1.872
C -1.951 2.853 3.055
C -1.195 1.811 3.636
C -0.993 0.610 2.980
H -0.422 -1.313 0.858
H -2.162 -1.095 0.332
H -3.422 0.994 0.708
H -3.344 3.421 1.499
H -2.014 3.798 3.602
H -0.781 1.951 4.636
H -0.449 -0.239 3.417
*
```

Computed properties:
HOMO level (spin up / spin down) ... -10.84 / -11.88 eV
HOMO-LUMO gap (spin up / spin down) ... 5.6 / 5.5 eV
Total energy ... -44451.054 eV
Max |F| ... 4.85 eV/A

---

Density functional theory data (ωB97M-V/def2-TZVPD) for an isolated ion of composition C4H8N2 and charge +2 in a non-equilibrium geometry.

The geometry in ORCA input format:
```
! wB97M-V def2-TZVPD RIJCOSX def2/J DEFGRID3
* xyz 2 1
C 0.449 -3.691 0.251
C 0.433 -1.906 0.043
N 0.318 -0.713 -0.104
C 0.306 0.598 -0.319
N -0.493 1.536 0.068
C -0.506 2.931 -0.080
H -0.183 -4.002 1.007
H 0.250 -3.738 -0.758
H 1.485 -4.094 0.484
H 1.301 0.855 -0.835
H -1.198 1.294 0.807
H 0.502 3.204 -0.524
H -0.564 3.223 0.944
H -1.279 3.521 -0.638
*
```

Computed properties:
HOMO level ... -21.22 eV
HOMO-LUMO gap ... 9.9 eV
Total energy ... -7235.284 eV
Max |F| ... 7.77 eV/A

---

Density functional theory data (ωB97M-V/def2-TZVPD) for C5H6N2S in the gas phase in a non-equilibrium geometry.

The geometry in ORCA input format:
```
! wB97M-V def2-TZVPD RIJCOSX def2/J DEFGRID3
* xyz 0 1
C -0.229 2.053 0.967
C -0.098 0.733 0.261
C 1.114 -0.052 0.240
C 1.109 -1.258 -0.323
N 0.002 -1.718 -0.975
C -1.229 -1.059 -0.996
S -2.654 -1.761 -1.495
N -1.214 0.281 -0.381
H -0.939 1.825 1.772
H 0.710 2.450 1.404
H -0.436 2.792 0.269
H 1.978 0.391 0.750
H 1.943 -1.926 -0.385
H -0.058 -2.750 -1.108
*
```

Computed properties:
HOMO level ... -8.24 eV
HOMO-LUMO gap ... 8.3 eV
Total energy ... -19096.935 eV
Max |F| ... 3.62 eV/A

---

- What is the total energy in the sixth record?
  -44451.054 eV

---

- The highest total energy belongs to which entry?
  C4H8N2

---

- Which of these has the highest max |F|?
  C4H8N2

---

- Among the records above, which one has the highest max |F|?
  C4H8N2